# 1
14
Properties=species:S:1:pos:R:3:forces:R:3:nbo_charge:R:1 method="wB97M-V/def2-TZVPD" fmax_ev_per_a=12.29 relative_energy_kcal_mol=57.6 multiplicity=3 e_tot_ha=-311.56277
C -0.58744 0.73913 -0.02535 2.5 -0.4 11.4 -0.0263
C -1.21635 -2.06991 2.37252 0.0 -0.4 3.0 -0.5303
C 0.84044 1.52515 -1.93572 -0.3 -0.5 -1.4 -0.4274
C -1.63464 -1.68950 1.21024 -1.2 0.2 -2.1 0.2505
N -0.35975 0.92182 -1.20677 0.8 2.0 -12.1 -0.6976
F -1.25473 -2.16149 0.00583 0.9 -0.1 0.1 -0.3469
H 0.34590 0.71536 0.75088 -2.9 -0.3 -1.4 0.1492
H -1.21610 0.96050 -1.82362 1.5 -0.1 0.7 0.3981
H -0.32614 -2.62593 2.71602 -0.7 0.1 -0.9 0.2250
H -1.94444 -1.80318 3.18198 1.1 0.2 -0.6 0.2182
H 0.63419 2.32688 -2.68687 -0.6 0.2 1.3 0.2026
H 1.25719 0.83537 -2.68721 -0.4 -0.8 0.6 0.1987
H 1.73400 1.78754 -1.37804 -0.6 0.2 0.9 0.2166
H -2.44968 -0.99744 1.01965 -0.1 -0.2 0.5 0.1696

---

# 2
91
Properties=species:S:1:pos:R:3:forces:R:3:nbo_charge:R:1 method="wB97M-V/def2-TZVPD" fmax_ev_per_a=0.52 relative_energy_kcal_mol=11.9 charge=-1 multiplicity=1 e_tot_ha=-3431.56526
Mg -0.53160 0.72196 0.89962 -0.1 -0.3 -0.2 1.7586
C 5.07190 2.76772 -3.19447 0.0 0.0 0.0 -0.6145
C 4.14489 2.18960 -2.15787 0.0 0.0 -0.1 -0.1120
C 4.60163 1.40526 -1.10427 0.0 0.0 0.0 -0.1860
C 3.72500 0.83791 -0.21092 0.0 0.0 0.0 -0.3000
C 2.31009 0.96467 -0.30906 0.1 0.0 0.1 0.1987
N 1.47545 0.22775 0.47827 -0.2 0.1 0.0 -0.8371
C 2.02818 -0.86410 1.14818 -0.1 -0.1 0.1 0.2866
C 2.82578 -1.78064 0.44035 -0.1 -0.2 -0.1 -0.2741
C 3.40942 -2.88467 1.02691 0.0 0.0 0.0 -0.2197
C 3.22237 -3.14665 2.37708 0.0 0.0 0.0 -0.0696
C 3.84971 -4.33693 3.05384 0.0 0.0 0.0 -0.6197
C 2.40320 -2.27697 3.08485 0.1 -0.1 0.0 -0.2077
C 1.78494 -1.16532 2.51582 0.0 0.0 -0.1 -0.1056
C 0.76799 -0.32510 3.31882 0.0 -0.1 -0.1 0.1061
O -0.35003 -0.07428 2.61164 0.1 0.2 0.5 -0.9859
C 0.25750 -1.07926 4.59478 -0.1 -0.1 0.0 0.9677
F -0.72865 -0.40390 5.19888 0.0 0.0 0.0 -0.3205
F 1.17709 -1.32403 5.56366 0.0 0.0 0.0 -0.3459
F -0.25720 -2.27849 4.25215 0.0 0.0 0.0 -0.3376
C 1.45596 0.98847 3.80293 0.0 0.0 0.1 0.9486
F 2.50727 0.74789 4.62287 0.0 0.0 0.0 -0.3420
F 1.92645 1.71682 2.78637 0.0 0.0 0.0 -0.3149
F 0.61014 1.78495 4.48340 0.0 0.0 0.0 -0.3297
C 1.87303 1.94644 -1.24960 0.0 0.1 0.0 -0.0734
C 2.78786 2.46140 -2.16916 0.0 0.0 0.0 -0.2004
C 0.45314 2.55078 -1.23567 -0.1 0.1 0.2 0.1129
O -0.29327 2.31997 -0.13633 0.0 0.3 -0.4 -0.9820
C 0.54792 4.12138 -1.33283 0.1 -0.1 0.0 0.9664
F 0.82831 4.61137 -2.57133 0.0 0.0 0.0 -0.3517
F 1.46613 4.60773 -0.49661 0.0 0.0 0.0 -0.3154
F -0.62173 4.70388 -0.99096 -0.2 0.1 0.0 -0.3470
C -0.35443 2.06514 -2.49467 0.0 -0.2 0.0 0.9539
F 0.36075 1.81447 -3.59805 0.0 0.0 0.0 -0.3233
F -1.03092 0.93925 -2.20088 0.1 -0.1 0.0 -0.3362
F -1.31917 2.95146 -2.88551 -0.1 0.2 0.0 -0.3702
H 6.08191 2.37282 -3.07180 0.0 0.0 0.0 0.2013
H 5.13370 3.85775 -3.12787 0.0 0.0 0.0 0.2001
H 4.74442 2.52309 -4.20827 0.0 0.0 0.0 0.2011
H 5.66733 1.23645 -0.97818 0.0 0.0 0.0 0.1890
H 4.12452 0.24345 0.59814 0.0 0.0 0.0 0.2145
H 2.98055 -1.59633 -0.61553 0.0 0.0 0.0 0.2198
H 4.01303 -3.55479 0.42143 0.0 0.0 0.0 0.1943
H 4.47700 -4.89437 2.35659 0.0 0.0 0.0 0.2019
H 3.09251 -5.02221 3.44324 0.0 0.0 0.0 0.2062
H 4.47558 -4.03345 3.89622 0.0 0.0 0.0 0.2076
H 2.24613 -2.49291 4.13186 0.0 0.0 0.0 0.2132
H 2.42902 3.13724 -2.93371 0.0 0.0 0.0 0.2020
C -3.94962 4.48746 -1.60924 -0.2 0.0 0.1 -0.4153
N -4.28422 3.21301 -0.93163 0.0 0.0 0.0 -0.3393
C -4.30493 2.06766 -1.88351 0.0 0.0 -0.1 -0.4305
C -3.34371 2.93678 0.23329 0.1 0.0 0.0 -0.2757
C -3.76291 1.68798 0.94848 0.2 -0.3 0.1 -0.0508
C -5.09658 1.58164 1.37074 0.1 0.1 0.0 -0.2938
C -5.53827 0.42746 1.98495 -0.1 0.0 0.0 -0.2520
C -4.62363 -0.59643 2.21025 0.0 -0.1 0.0 -0.2262
C -3.30048 -0.44865 1.83008 0.1 0.2 -0.1 -0.2287
C -2.79563 0.68394 1.14978 -0.3 0.1 0.0 -0.4975
H -4.66761 4.67294 -2.40640 0.0 0.0 0.0 0.2051
H -2.95012 4.40333 -2.01104 0.2 0.0 -0.1 0.2577
H -3.97620 5.29102 -0.87756 0.0 0.0 0.0 0.2202
H -5.21865 3.28894 -0.53084 0.0 -0.1 0.0 0.4162
H -3.35843 2.05386 -2.41288 0.0 0.0 0.0 0.2476
H -5.13220 2.20398 -2.57741 0.0 0.0 0.0 0.1999
H -4.42142 1.15117 -1.31191 0.0 0.0 0.0 0.2598
H -3.36893 3.83253 0.85954 -0.1 0.0 0.0 0.2019
H -2.33900 2.83285 -0.17912 0.1 0.0 0.0 0.2917
H -5.80107 2.40975 1.25718 0.0 0.0 0.0 0.1629
H -6.56811 0.33571 2.30861 0.0 0.0 0.0 0.1966
H -4.94897 -1.50399 2.70774 0.0 0.0 0.0 0.1967
H -2.60398 -1.24202 2.08750 0.0 0.0 0.0 0.2068
C -0.64334 -3.62926 1.08205 -0.1 0.0 0.0 -0.9546
P -0.98171 -2.29174 -0.12144 0.1 0.0 -0.2 0.8292
C -2.64828 -2.83977 -0.70795 0.0 0.0 0.1 -0.9323
C -0.00666 -2.85635 -1.57509 0.0 0.0 0.0 -0.2218
C 0.88922 -3.92164 -1.54479 0.0 0.0 0.0 -0.2425
C 1.62427 -4.26743 -2.67129 0.0 0.0 0.0 -0.2168
C 1.47733 -3.55280 -3.85005 0.0 0.0 0.0 -0.2291
C 0.58493 -2.48994 -3.89590 0.0 0.0 0.0 -0.2035
C -0.14539 -2.14805 -2.76900 0.0 0.0 0.0 -0.2334
H 0.36847 -3.53214 1.47497 0.1 0.0 0.0 0.2566
H -0.78560 -4.62203 0.64769 0.0 0.0 0.0 0.2074
H -1.33025 -3.49910 1.91945 0.0 0.0 0.0 0.2434
H -2.60643 -3.81835 -1.18993 0.0 0.0 0.0 0.2124
H -3.04938 -2.10750 -1.40980 0.0 0.0 0.0 0.2247
H -3.32290 -2.87980 0.14918 0.0 0.0 0.0 0.2332
H 1.04044 -4.47613 -0.62894 0.0 0.0 0.0 0.2168
H 2.32447 -5.09289 -2.62029 0.0 0.0 0.0 0.2036
H 2.06139 -3.81382 -4.72389 0.0 0.0 0.0 0.2031
H 0.47235 -1.91137 -4.80459 0.0 0.0 0.0 0.2055
H -0.81911 -1.30343 -2.81133 0.0 0.1 0.0 0.2165

---

# 3
76
Properties=species:S:1:pos:R:3:forces:R:3:lowdin_spin:R:1 method="wB97M-V/def2-TZVPD" fmax_ev_per_a=3.29 relative_energy_kcal_mol=0.0 charge=-1 multiplicity=2 e_tot_ha=-13873.75498
Cu -1.84928 -3.11608 1.03702 0.6 0.1 0.8 0.6580
Br 3.39095 -2.45839 5.50935 -0.1 -0.5 0.0 0.0003
C 2.30468 -2.98081 4.03152 2.0 -0.7 -1.2 0.0009
C 2.94755 -3.25528 2.78170 0.0 0.6 1.0 0.0023
Br 4.64039 -4.21171 2.77009 -0.5 0.9 0.0 0.0004
C 2.23395 -3.10922 1.57655 -0.2 -0.6 -0.1 0.0027
Br 3.08910 -2.90865 -0.13573 0.0 -0.4 0.6 0.0006
C 0.85002 -3.11177 1.57934 -2.0 1.0 1.7 0.0062
O 0.01972 -3.00913 0.56424 1.2 -0.1 -0.3 0.0663
C 0.15498 -3.09056 2.92096 1.4 -0.4 0.4 0.0013
O -1.13416 -3.11952 2.94996 -0.1 0.1 -0.6 0.0455
C 0.93884 -3.01489 4.12896 -1.6 0.0 -1.5 0.0028
Br 0.01758 -3.13308 5.80161 0.2 0.3 -0.4 0.0006
C -4.36182 -4.41325 -2.11813 -1.1 -0.1 0.9 0.0001
Si -3.13571 -2.93199 -2.06696 0.2 1.4 0.8 0.0168
C -1.56487 -3.40678 -2.99102 -0.6 -1.2 -0.6 0.0018
C -3.71957 -1.51673 -3.24904 -1.0 1.0 0.2 0.0044
C -2.95161 -2.22097 -0.28912 0.1 -0.2 -0.7 0.1175
H -4.61674 -4.63642 -3.17990 -0.1 0.2 0.7 -0.0001
H -5.31661 -4.20481 -1.49179 1.3 0.0 -1.3 0.0001
H -4.01788 -5.37168 -1.66419 0.3 0.7 -0.4 0.0002
H -0.79899 -2.67841 -2.95165 0.8 1.0 0.4 0.0000
H -1.78888 -3.47850 -4.07092 -0.3 0.0 0.3 0.0002
H -1.11334 -4.36329 -2.74032 0.0 -0.1 0.3 0.0000
H -4.72906 -1.74482 -3.63770 0.3 -0.1 -0.2 0.0001
H -3.03261 -1.42182 -4.11631 -0.4 0.1 0.5 0.0005
H -3.90261 -0.47841 -2.78967 0.7 -1.5 -0.4 0.0003
H -3.87850 -2.27236 0.28343 -0.6 -0.2 -0.2 0.0202
H -2.63268 -1.15601 -0.15551 0.0 -0.7 -0.7 0.0118
C -2.20488 2.17737 -1.78747 -1.2 -0.4 -0.3 0.0000
C -1.65940 3.42200 -1.15107 -2.5 0.0 -1.0 0.0000
C -2.27365 4.65289 -1.51792 1.1 0.1 0.8 0.0000
C -1.71475 5.85034 -1.00682 0.2 -0.2 -0.1 0.0000
C -0.63310 5.77187 -0.13192 0.6 -1.6 1.1 0.0000
C -0.13298 4.48148 0.28371 -1.3 3.0 -0.3 0.0000
C -0.67510 3.31241 -0.20958 2.3 0.9 0.6 0.0000
Sb 0.40599 1.53498 0.30112 -0.2 -1.3 0.6 -0.0001
C 1.85562 2.07001 1.91733 -0.1 -0.5 -0.2 0.0000
C 3.21025 2.06751 1.54708 -0.3 0.9 -0.6 0.0000
C 4.23873 2.12640 2.49207 -0.3 -1.6 -1.1 0.0000
C 3.96506 1.88375 3.82067 -0.7 1.1 1.0 0.0000
C 2.61468 1.88797 4.24532 -0.7 -0.2 -2.0 0.0000
C 1.51976 1.95037 3.30050 1.9 0.9 -0.1 0.0000
C 0.13155 2.01217 3.87855 -1.1 -0.6 0.0 0.0000
C 1.57476 1.19589 -1.52778 0.9 1.5 0.3 0.0000
C 1.71056 -0.17668 -1.79483 -0.8 1.4 0.1 0.0000
C 2.36591 -0.58510 -2.93379 0.6 -0.8 -0.5 0.0000
C 2.96033 0.33578 -3.78081 -0.7 0.7 -0.6 0.0000
C 2.69552 1.70860 -3.59057 0.2 0.1 0.1 0.0000
C 2.14081 2.20805 -2.41566 -1.0 -1.9 1.0 0.0000
C 2.16229 3.71232 -2.17028 -0.8 -1.0 -0.2 0.0000
H -3.21744 2.35643 -2.23269 1.1 0.0 -0.2 0.0000
H -2.41399 1.33761 -1.12232 0.3 0.2 0.5 0.0000
H -1.47284 1.78400 -2.49066 -0.2 0.0 -0.5 0.0000
H -3.16278 4.63297 -2.17119 0.7 0.1 0.3 0.0000
H -2.03820 6.85851 -1.28634 -0.3 -0.5 0.0 0.0000
H -0.15130 6.62579 0.38687 -0.6 -0.3 -0.8 0.0000
H 0.61467 4.57148 1.05170 0.4 -0.6 0.1 0.0000
H 3.47877 2.09927 0.46131 -0.3 -0.1 1.0 0.0000
H 5.23436 2.02828 2.08055 0.3 0.4 0.3 0.0000
H 4.81958 1.88739 4.51672 -0.7 -0.3 -0.1 0.0000
H 2.28465 1.81422 5.26427 0.4 -0.1 0.5 0.0000
H 0.22683 2.28021 4.93345 -0.2 0.1 -0.1 0.0000
H -0.34589 1.00382 3.87365 0.3 0.5 -0.1 0.0000
H -0.63485 2.70362 3.42525 1.1 -0.5 0.1 0.0000
H 1.24224 -0.90958 -1.14876 0.0 0.0 0.0 0.0000
H 2.34005 -1.65417 -3.17369 0.5 0.4 0.1 0.0000
H 3.54995 0.03464 -4.65289 -0.5 0.0 0.2 0.0000
H 2.81820 2.45869 -4.37850 0.8 -0.4 0.1 0.0000
H 2.79001 4.08854 -2.96458 0.3 0.6 0.1 0.0000
H 2.53062 3.95706 -1.16619 0.1 0.0 -0.3 0.0000
H 1.16440 4.15167 -2.28689 0.1 0.0 0.1 0.0000
N -2.47318 -5.08821 1.66880 -0.4 1.0 0.9 0.0374
H -2.88703 -4.82830 2.59285 0.0 -0.6 -1.5 -0.0001
H -1.58042 -5.51013 1.86133 0.1 -0.3 -0.3 0.0013
H -3.01718 -5.46886 0.90337 -0.1 -0.3 0.8 -0.0002